Entry 1:
{"formula": "C5H14NO5", "method": "ωB97M-V/def2-TZVPD", "de_lowest_kj_mol": 56.7, "spin_multiplicity": 1, "gap_ev": 8.541, "charge": -1, "mol_weight_g_mol": 168.169, "largest_force_ev_per_a": 2.0, "elements": ["N", "C", "C", "C", "C", "C", "O", "O", "H", "H", "H", "H", "H", "H", "H", "H", "H", "H", "O", "H", "H", "O", "H", "H", "O"], "positions_angstrom": [[1.01, 1.53, -0.86], [1.55, 0.26, -1.40], [0.54, -0.21, -2.48], [-0.75, 0.59, -2.22], [-0.44, 1.47, -0.97], [-0.90, 0.72, 0.31], [-0.98, 1.42, 1.36], [-1.15, -0.51, 0.21], [1.36, 2.35, -1.33], [2.58, 0.36, -1.72], [1.55, -0.37, -0.53], [0.38, -1.28, -2.33], [0.87, 0.10, -3.46], [-1.72, 0.12, -2.07], [-0.90, 1.23, -3.10], [-0.94, 2.42, -1.02], [1.25, -0.40, 2.75], [1.55, 0.68, 1.74], [1.94, -0.11, 2.13], [0.04, -2.91, 0.63], [-1.28, -2.73, -0.22], [-0.61, -3.36, 0.07], [-0.85, 0.10, 2.56], [-0.82, -1.30, 2.20], [-0.54, -0.75, 2.95]]}

Entry 2:
{"formula": "C5H14NOS", "method": "ωB97M-V/def2-TZVPD", "de_lowest_kj_mol": 256.2, "spin_multiplicity": 1, "gap_ev": 6.078, "charge": -1, "mol_weight_g_mol": 136.240, "largest_force_ev_per_a": 5.6, "elements": ["C", "N", "C", "C", "S", "C", "C", "H", "H", "H", "H", "H", "H", "H", "H", "H", "H", "H", "H", "H", "H", "O"], "positions_angstrom": [[2.29, -0.86, -0.23], [0.71, -1.01, -0.47], [-0.21, -0.41, 0.50], [-1.65, -0.53, -0.09], [-3.15, -1.03, 0.84], [0.14, 1.00, 0.80], [3.05, -0.30, -1.42], [2.42, -0.29, 0.63], [2.55, -1.87, 0.08], [0.57, -0.64, -1.48], [-0.17, -1.03, 1.40], [-2.18, 0.40, -0.53], [-1.52, -1.09, -1.06], [0.27, 1.62, -0.15], [1.07, 1.20, 1.54], [-0.83, 1.38, 1.33], [2.50, 0.28, -2.31], [3.66, 0.47, -1.01], [3.87, -1.02, -1.74], [-5.15, 1.50, 1.34], [-3.90, 0.67, 0.99], [-4.32, 1.57, 1.04]]}

Entry 3:
{"formula": "C5H14NS", "method": "ωB97M-V/def2-TZVPD", "de_lowest_kj_mol": 280.0, "spin_multiplicity": 1, "gap_ev": 9.063, "charge": 1, "mol_weight_g_mol": 120.241, "largest_force_ev_per_a": 3.7, "elements": ["C", "C", "C", "C", "C", "N", "S", "H", "H", "H", "H", "H", "H", "H", "H", "H", "H", "H", "H", "H", "H"], "positions_angstrom": [[-0.95, 1.02, 0.62], [-1.74, -0.83, -0.69], [-0.12, -1.21, 1.04], [0.53, -0.04, -0.96], [2.32, 0.86, 0.14], [-0.55, -0.26, 0.00], [3.62, -0.26, -0.04], [-1.70, 0.85, 1.39], [-0.09, 1.50, 1.07], [-1.36, 1.69, -0.13], [-1.52, -1.83, -1.05], [-2.58, -0.88, 0.01], [-2.02, -0.20, -1.53], [0.23, -2.13, 0.58], [0.69, -0.79, 1.63], [-0.95, -1.45, 1.70], [0.94, -0.95, -1.36], [0.30, 0.71, -1.70], [2.37, 1.77, -0.43], [1.97, 0.94, 1.15], [4.01, 0.11, -1.26]]}

Entry 4:
{"formula": "C5H14NS", "method": "ωB97M-V/def2-TZVPD", "de_lowest_kj_mol": 105.4, "spin_multiplicity": 1, "gap_ev": 10.031, "charge": 1, "mol_weight_g_mol": 120.241, "largest_force_ev_per_a": 0.9, "elements": ["C", "C", "C", "S", "H", "H", "H", "H", "H", "H", "H", "H", "C", "C", "N", "H", "H", "H", "H", "H", "H"], "positions_angstrom": [[-0.96, -1.71, -2.33], [-0.05, -0.73, -1.56], [0.94, -1.47, -0.68], [2.13, -0.22, 0.05], [-1.59, -1.14, -3.01], [-1.61, -2.31, -1.69], [-0.35, -2.37, -2.94], [0.40, -0.03, -2.27], [-0.68, -0.12, -0.90], [1.53, -2.21, -1.21], [0.42, -1.96, 0.14], [2.78, -1.13, 0.80], [-0.69, 2.09, 1.99], [-0.02, 2.93, 1.22], [-0.39, 0.64, 1.98], [-1.46, 2.34, 2.71], [-0.29, 3.97, 1.20], [0.81, 2.59, 0.61], [0.43, 0.44, 1.34], [-0.13, 0.30, 2.91], [-1.20, 0.11, 1.65]]}

no.,electronic energy (Ha)
1,-629.964405
2,-727.033861
3,-651.505869
4,-651.572392